1.
Below is a molecular structure, C4H11N2 in a non-equilibrium geometry, with properties calculated with wB97M-V/def2-TZVPD.

Each line ends with the Löwdin charge.
CARTESIAN COORDINATES (ANGSTROEM)
C  2.525  0.752  0.300  -0.11
C  2.382  -0.570  0.439  -0.07
C  -1.339  -0.759  -0.887  -0.12
C  -0.606  0.265  -0.133  -0.14
N  -0.761  0.291  1.146  0.16
N  -2.380  0.338  -0.952  0.07
H  2.548  1.598  1.056  0.08
H  2.755  1.270  -0.673  0.07
H  2.266  -1.168  1.361  0.08
H  -1.106  -1.002  -1.948  0.14
H  -1.584  -1.636  -0.307  0.13
H  0.190  1.066  -0.515  0.19
H  -1.367  -0.365  1.671  0.16
H  -0.378  0.931  1.802  0.13
H  2.359  -1.138  -0.428  0.03
H  -2.398  0.697  -1.880  0.10
H  -3.294  0.072  -0.666  0.11

Its HOMO energy is -13.81 eV. For the energy, the calculation gives -268.17570 hartree. The HOMO-LUMO gap is 10.19 eV. Its total charge is +1.

***

2.
Below is 4 unconnected molecules or ions with the total composition C2H13NO4 in a non-equilibrium geometry, with properties calculated with wB97M-V/def2-TZVPD.

Each line ends with the Löwdin charge.
CARTESIAN COORDINATES (ANGSTROEM)
C  -0.099  -1.278  -1.160  -0.15
N  -1.407  -0.631  -1.403  -0.13
C  -2.435  -0.873  -0.384  -0.22
O  -2.714  -2.342  -0.253  -0.10
H  -0.015  -2.443  -1.549  0.12
H  0.154  -1.019  -0.127  0.07
H  0.637  -0.801  -1.890  0.07
H  -1.695  -0.741  -2.355  0.09
H  -2.012  -0.435  0.511  0.10
H  -3.409  -0.516  -0.594  0.10
H  -1.896  -2.834  -0.143  0.04
O  2.024  2.226  1.478  -0.08
H  2.739  2.670  0.933  0.08
H  1.754  1.438  1.030  0.00
O  2.885  -0.137  0.048  -0.12
H  3.012  -0.112  -0.953  0.07
H  3.781  0.347  0.219  0.09
O  -0.427  2.186  2.143  -0.01
H  -1.055  2.601  2.712  0.03
H  0.176  2.695  1.735  -0.07

Its HOMO energy is -8.84 eV. For the energy, the calculation gives -439.64041 hartree. The HOMO-LUMO gap is 9.06 eV. Its total charge is 0.

***

3.
Below is a molecular structure, C48H40Cl2GeMoN10O2P, with properties calculated with wB97M-V/def2-TZVPD.

Each line ends with the Löwdin charge.
CARTESIAN COORDINATES (ANGSTROEM)
Mo  0.121  -0.154  0.502  1.76
Cl  -4.919  -1.503  4.631  0.80
C  -4.348  -0.914  3.141  -0.61
C  -3.380  -1.825  2.443  -0.19
C  -2.789  -1.284  1.128  -0.27
N  -1.380  -1.068  1.472  -0.03
C  -1.147  -1.520  2.737  -0.28
O  -2.235  -2.070  3.301  0.07
C  0.096  -1.447  3.261  -0.23
C  0.671  -2.077  4.467  -0.03
C  1.419  -3.174  4.369  -0.02
C  1.514  -3.981  3.125  -0.13
C  1.789  -1.986  1.446  -0.48
N  1.034  -0.936  2.269  -0.30
C  -3.308  0.058  0.662  -0.22
C  -4.260  0.754  1.372  0.00
C  -4.774  0.256  2.604  -0.67
Cl  -5.934  1.232  3.410  0.75
N  -2.654  0.608  -0.361  0.22
C  -1.769  -0.199  -0.992  -0.47
O  -0.660  0.390  -1.507  -0.29
C  -1.960  -1.589  -1.129  -0.18
C  -2.872  -2.216  -0.105  -0.13
C  -2.479  -3.647  0.118  0.00
C  -1.698  -4.278  -0.764  -0.04
C  -1.155  -3.563  -1.906  -0.09
N  -1.231  -2.272  -2.036  0.14
H  -3.869  -2.791  2.307  0.15
H  0.523  -1.617  5.439  0.11
H  1.880  -3.591  5.258  0.12
H  1.026  -4.945  3.236  0.16
H  2.094  -1.686  -0.616  0.09
H  -4.597  1.715  1.007  0.13
H  -3.920  -2.195  -0.454  0.19
H  -2.905  -4.185  0.956  0.12
H  -1.469  -5.330  -0.653  0.11
H  -0.622  -4.106  -2.677  0.12
C  0.775  2.685  5.124  0.01
N  0.156  2.394  3.834  -0.10
C  -0.969  3.009  3.342  -0.01
C  -1.215  2.457  2.121  -0.09
N  -0.250  1.519  1.869  -0.06
C  0.567  1.496  2.923  -0.42
P  2.041  0.384  2.972  1.18
C  2.677  1.053  1.398  -0.47
N  1.938  1.124  0.295  -0.06
C  2.741  1.617  -0.697  -0.08
C  3.977  1.856  -0.169  -0.01
N  3.922  1.492  1.149  -0.10
C  5.028  1.503  2.098  0.00
C  3.260  -1.818  1.842  0.04
N  1.395  -1.571  0.109  -0.06
C  1.396  -3.428  1.726  -0.09
C  2.673  -4.075  2.168  -0.13
N  3.649  -2.992  2.223  -0.12
C  4.965  -3.288  2.780  0.00
H  0.011  2.686  5.897  0.10
H  1.508  1.915  5.350  0.07
H  1.265  3.656  5.094  0.10
H  -1.488  3.771  3.896  0.14
H  -2.008  2.662  1.423  0.10
H  2.386  1.791  -1.697  0.09
H  4.869  2.265  -0.609  0.14
H  5.958  1.610  1.547  0.10
H  4.930  2.331  2.797  0.10
H  5.037  0.555  2.633  0.07
H  0.724  -3.894  1.020  0.14
H  3.039  -5.032  1.826  0.16
H  5.451  -4.058  2.182  0.10
H  5.558  -2.380  2.767  0.09
H  4.853  -3.651  3.800  0.10
C  1.337  5.308  -1.571  -0.07
C  1.743  4.774  -2.787  -0.07
C  1.143  3.620  -3.272  -0.10
C  0.128  2.998  -2.547  -0.29
C  -0.281  3.547  -1.332  -0.12
C  0.323  4.696  -0.844  -0.07
Ge  -0.655  1.354  -3.170  1.06
C  0.476  0.275  -4.286  -0.27
C  0.231  0.214  -5.657  -0.09
C  1.063  -0.529  -6.484  -0.06
C  2.141  -1.216  -5.946  -0.06
C  2.390  -1.164  -4.580  -0.07
C  1.561  -0.421  -3.755  -0.11
C  -2.512  1.371  -3.629  -0.28
C  -3.107  0.210  -4.124  -0.10
C  -4.464  0.195  -4.413  -0.07
C  -5.225  1.340  -4.217  -0.06
C  -4.637  2.500  -3.731  -0.07
C  -3.282  2.517  -3.435  -0.09
H  1.804  6.208  -1.194  0.11
H  2.525  5.258  -3.357  0.11
H  1.477  3.202  -4.216  0.11
H  -1.076  3.070  -0.767  0.08
H  0.000  5.121  0.099  0.10
H  -0.614  0.740  -6.088  0.11
H  0.867  -0.572  -7.547  0.11
H  2.788  -1.795  -6.591  0.11
H  3.231  -1.704  -4.165  0.11
H  1.750  -0.393  -2.687  0.07
H  -2.511  -0.682  -4.288  0.10
H  -4.925  -0.702  -4.804  0.11
H  -6.281  1.331  -4.454  0.11
H  -5.232  3.393  -3.593  0.11
H  -2.826  3.426  -3.060  0.10

Its HOMO energy (spin up / spin down) is -12.20 / -12.82 eV. For the energy, the calculation gives -5957.46755 hartree. The HOMO-LUMO gap (spin up / spin down) is 6.68 / 6.20 eV. The spin multiplicity is 4. Its total charge is +2.

***

Question: Among the records above, which one has the lowest energy?
Answer: C48H40Cl2GeMoN10O2P